Record 1
49
Properties=species:S:1:pos:R:3:forces:R:3 method="wB97M-V/def2-TZVPD" e_tot_ev=-44232.4838 largest_force_ev_per_a=0.7 relative_energy_kcal_mol=39.94 lumo_ev=0.41
C -9.45217 -2.59305 0.83399 0.4 0.3 -0.1
C -8.42542 -1.47195 0.87223 -0.3 0.0 0.2
O -7.31201 -1.88371 0.10421 0.0 -0.2 -0.1
C -6.24993 -1.04321 -0.01917 0.2 0.1 0.0
C -5.18982 -1.51402 -0.79726 -0.2 0.0 0.1
C -4.06528 -0.74377 -0.98714 -0.1 0.1 0.1
C -3.96457 0.51991 -0.40546 -0.4 0.0 0.2
N -2.79921 1.25893 -0.64083 0.1 -0.3 -0.3
C -2.42785 2.45413 -0.12778 0.5 0.1 -0.3
O -3.06472 3.13750 0.63981 -0.3 0.2 0.3
C -1.04351 2.87473 -0.65317 -0.3 0.1 0.0
C -0.02006 1.87103 -0.21738 0.5 -0.2 0.0
C 0.72674 2.16005 1.03807 0.1 -0.1 0.1
N 0.05206 0.81844 -0.93457 -0.2 0.2 -0.6
N 0.96134 -0.18452 -0.65752 -0.5 -0.1 0.5
C 2.30443 -0.02742 -0.47965 0.0 -0.3 -0.1
O 2.85722 1.04520 -0.41631 0.1 0.1 0.0
C 3.02006 -1.37774 -0.37100 0.2 0.3 0.1
C 4.48802 -1.17810 -0.13261 0.0 -0.1 0.0
C 4.93611 -0.72329 1.10143 0.1 -0.1 -0.1
C 6.28064 -0.49983 1.32959 0.0 0.0 0.0
C 7.18894 -0.73432 0.31006 -0.2 -0.1 -0.1
Cl 8.87425 -0.46531 0.58814 0.2 0.0 0.0
C 6.76303 -1.18235 -0.92887 0.1 0.1 0.1
C 5.41348 -1.39709 -1.14329 -0.1 0.0 0.1
C -5.01750 0.99104 0.36713 0.2 0.1 0.0
C -6.14920 0.21715 0.55935 -0.3 -0.4 0.0
H -10.32649 -2.31392 1.41491 -0.1 0.0 0.1
H -9.75141 -2.78666 -0.19238 -0.1 0.0 -0.1
H -9.02377 -3.50228 1.24664 0.0 -0.1 0.1
H -8.85363 -0.55102 0.45234 0.1 -0.1 0.1
H -8.11709 -1.27526 1.90864 0.0 0.0 -0.1
H -5.27590 -2.49181 -1.24386 0.0 -0.1 -0.1
H -3.25287 -1.11870 -1.59371 0.1 -0.1 -0.1
H -2.09827 0.79643 -1.21101 -0.1 0.1 0.1
H -1.09542 2.91719 -1.74153 0.1 0.0 0.0
H -0.81178 3.86155 -0.25691 -0.1 -0.1 0.0
H 1.70680 2.57654 0.80120 0.0 0.0 0.0
H 0.17316 2.86472 1.65293 -0.1 0.0 0.0
H 0.89679 1.23867 1.59565 0.0 0.0 0.0
H 0.62087 -1.08516 -0.96747 0.2 0.2 0.1
H 2.85723 -1.93702 -1.29458 -0.1 0.0 0.0
H 2.57058 -1.93382 0.45579 0.0 0.0 -0.1
H 4.22520 -0.53598 1.89228 -0.1 0.0 0.1
H 6.62400 -0.14449 2.28838 0.1 0.0 0.1
H 7.47879 -1.35667 -1.71680 0.1 0.0 0.0
H 5.08128 -1.73980 -2.11250 0.0 0.0 -0.1
H -4.95002 1.96542 0.82098 0.0 0.0 0.0
H -6.94717 0.61522 1.16550 -0.1 0.0 0.0

Record 2
63
Properties=species:S:1:pos:R:3:forces:R:3 method="wB97M-V/def2-TZVPD" e_tot_ev=-74806.1628 largest_force_ev_per_a=1.6 relative_energy_kcal_mol=28.80 lumo_ev=-0.34
Sn 0.26030 0.88374 0.33283 -0.1 0.6 -0.2
O 1.91204 -0.31084 2.12372 0.3 0.2 -0.4
C 1.38162 -0.64926 3.39210 -0.1 -0.1 0.5
C 0.94303 0.58882 4.17303 0.3 -0.5 -0.2
N -0.02206 1.38641 3.42096 -0.2 0.2 0.2
C 0.42940 2.77504 3.29839 0.3 0.2 -0.3
C 1.65670 2.69070 2.36338 -0.5 0.2 0.7
O 2.77228 2.56285 2.82676 0.5 -0.1 0.1
O 1.35576 2.63924 1.11609 -0.5 -0.7 -1.3
C -1.39899 1.25789 3.87170 -0.1 -0.1 -0.1
C -2.29172 0.45472 2.93633 -0.2 0.1 0.3
O -3.48185 0.58493 2.86565 -0.1 0.1 0.1
O -1.61300 -0.46275 2.23742 0.3 -0.1 0.2
H 2.60438 0.35388 2.26673 0.1 0.1 -0.1
H 0.53671 -1.30957 3.19580 0.0 0.0 0.1
H 2.14054 -1.19073 3.96991 -0.1 0.0 0.0
H 0.54419 0.27036 5.14357 0.0 0.1 0.0
H 1.83815 1.19348 4.35041 -0.2 -0.1 0.1
H -0.33929 3.36945 2.79856 0.0 -0.1 0.2
H 0.69612 3.21295 4.27070 0.0 0.0 -0.2
H -1.45680 0.75354 4.85020 0.0 0.1 -0.2
H -1.86812 2.23778 3.98543 0.0 -0.1 0.0
C -1.57983 -3.68579 1.26710 0.2 0.2 -0.1
C -1.45921 -2.28766 0.66726 0.0 0.0 0.1
C -1.73286 -2.31321 -0.83296 0.2 0.1 0.2
C -2.39528 -1.30391 1.38080 -0.3 -0.2 -0.4
H -0.89663 -4.37632 0.77745 0.1 -0.1 0.0
H -2.59350 -4.05321 1.12514 -0.1 -0.1 0.0
H -1.35617 -3.67448 2.33190 0.0 -0.1 0.1
H -0.43235 -1.92375 0.82131 -0.1 -0.1 0.0
H -2.75999 -2.61080 -1.02986 -0.1 0.0 -0.1
H -1.07171 -3.02608 -1.31938 0.1 -0.1 -0.1
H -1.56080 -1.32814 -1.26914 -0.1 0.0 -0.1
H -3.13850 -1.82814 1.99136 0.0 0.1 -0.1
H -2.93194 -0.66585 0.66946 0.1 -0.1 0.1
F 0.00879 2.08776 -4.33050 0.5 0.0 0.0
C -1.18092 2.31391 -3.75825 -0.2 -0.3 -0.3
F -1.79267 3.25929 -4.47262 -0.1 0.2 0.0
F -1.87903 1.18953 -3.90579 -0.2 -0.2 0.1
C -1.00704 2.66666 -2.25436 -0.1 0.4 -0.3
O -0.73562 1.55576 -1.56409 0.7 -0.8 0.9
C -2.32077 3.29081 -1.72667 -0.4 0.0 0.2
F -3.38119 2.60028 -2.14648 -0.2 -0.3 -0.2
F -2.33931 3.24539 -0.39094 0.1 0.0 0.3
F -2.50820 4.55982 -2.08644 0.1 0.3 -0.2
C 0.12823 3.71182 -2.12074 0.1 0.3 -0.3
F 1.31623 3.10913 -2.09999 0.3 -0.3 0.0
F 0.14733 4.58144 -3.13431 -0.1 0.2 -0.2
F 0.01864 4.40721 -0.99275 0.0 0.1 0.3
F 2.76872 -3.19096 -5.58210 -0.1 0.3 -0.1
C 2.92378 -3.63506 -4.33319 0.1 -0.3 -0.2
F 4.21446 -3.97812 -4.19947 0.1 0.1 0.2
F 2.22203 -4.77770 -4.23480 -0.2 0.0 0.2
C 2.49029 -2.63171 -3.29155 0.0 0.2 0.0
C 2.02956 -1.37361 -3.64831 0.1 -0.2 0.1
C 1.62607 -0.51559 -2.63589 0.0 0.1 -0.3
N 1.64421 -0.85175 -1.35518 0.0 0.4 0.2
C 2.10192 -2.05086 -1.01791 0.1 -0.4 0.1
C 2.54665 -2.97962 -1.94661 -0.1 0.2 -0.2
H 1.97490 -1.06759 -4.67996 0.0 0.0 -0.1
H 1.27157 0.47968 -2.85647 -0.1 0.1 -0.1
H 2.11240 -2.27002 0.04180 0.0 -0.1 0.1
H 2.90834 -3.95115 -1.64653 0.0 0.0 0.1

Record 3
46
Properties=species:S:1:pos:R:3:forces:R:3 method="wB97M-V/def2-TZVPD" total_charge=+1 e_tot_ev=-31288.7722 largest_force_ev_per_a=1.9 lumo_ev=-5.48
C 2.79290 -0.64777 2.14304 0.3 -0.2 0.1
C 1.67572 0.33788 1.96589 0.5 0.3 -0.2
O 0.60847 -0.04477 2.86400 -0.4 0.3 0.2
C -0.49297 0.66922 2.80932 -0.5 -0.3 0.3
C -1.68461 0.18033 3.34386 1.2 0.0 -0.4
C -2.89672 0.55308 2.54896 -0.8 0.5 -0.4
C -1.61456 -1.17682 3.98368 -0.1 -0.2 0.2
H 3.64074 -0.37031 1.51660 -0.1 0.0 0.0
H 3.13868 -0.67066 3.17503 0.0 0.0 0.0
H 2.48384 -1.65311 1.86065 0.0 0.0 0.0
H 2.00423 1.35600 2.20338 -0.1 -0.1 0.0
H 1.30182 0.31572 0.93569 -0.1 0.0 0.2
H -0.43822 1.60825 2.24109 -0.2 -0.3 0.1
H -3.77424 -0.03322 2.85936 0.3 0.2 0.0
H -3.14397 1.62144 2.66784 0.0 -0.3 -0.2
H -2.75034 0.37993 1.45954 -0.1 0.0 0.7
H -2.60569 -1.46820 4.35641 0.3 0.0 -0.1
H -1.28454 -1.94850 3.26533 -0.1 0.3 0.2
H -0.90635 -1.16723 4.82127 -0.1 -0.2 -0.2
F 1.89696 0.87727 10.09273 -1.1 -0.3 0.0
C 0.60524 0.43621 10.18030 0.8 -0.3 1.6
F 0.66137 -0.89907 10.43136 -0.1 1.0 -0.3
F 0.06329 1.02205 11.29866 0.4 -0.4 -1.2
C -0.17628 0.76560 8.94586 -0.3 -0.4 -0.2
C -0.92809 -0.21775 8.30153 0.2 0.4 0.1
C -1.60392 0.10210 7.13937 -0.2 0.1 -0.6
C -1.53680 1.39572 6.54804 0.8 -0.6 1.2
C -2.20918 1.61956 5.28666 -1.0 0.6 0.3
C -2.28946 2.95998 4.72860 0.1 0.6 -0.7
C -3.51813 3.47113 4.21844 0.4 -0.5 0.1
C -3.58495 4.73930 3.65442 0.3 0.3 0.0
C -2.43756 5.54853 3.59202 -0.3 -0.5 0.2
C -1.22215 5.06565 4.09174 0.1 -0.1 0.1
C -1.13943 3.79068 4.64428 -0.4 -0.1 -0.1
C -0.85950 2.39530 7.32740 -0.1 -0.1 -0.9
C -0.16856 2.07089 8.47939 0.0 0.3 -0.1
H -0.96063 -1.21867 8.70801 -0.1 0.0 0.0
H -2.19599 -0.67633 6.65549 0.2 0.3 0.1
H -3.08679 0.97287 5.13071 0.5 0.3 -0.1
H -4.41727 2.84545 4.28022 0.4 0.3 0.0
H -4.52773 5.10057 3.24334 0.2 -0.1 0.2
H -2.49420 6.54750 3.16159 0.0 -0.3 0.1
H -0.32178 5.68516 4.04236 -0.4 -0.2 0.0
H -0.18085 3.39900 4.99938 -0.3 0.2 -0.3
H -0.86225 3.43714 7.00828 -0.1 -0.4 0.1
H 0.38861 2.83997 9.01831 -0.2 -0.2 -0.2

Record 4
50
Properties=species:S:1:pos:R:3:forces:R:3 method="wB97M-V/def2-TZVPD" e_tot_ev=-44276.3940 largest_force_ev_per_a=1.5 relative_energy_kcal_mol=0.00 lumo_ev=0.64
C -0.39010 -3.66618 -0.14433 -0.1 0.3 -0.2
C -0.11175 -2.43352 -0.98859 0.6 -0.4 0.3
O -1.31591 -1.83960 -1.45189 -0.9 0.7 0.1
P -2.06511 -0.78685 -0.49447 0.4 0.2 -0.7
O -2.41058 -1.31028 0.84242 0.0 0.1 0.2
O -3.30623 -0.35698 -1.38620 0.8 0.1 0.1
C -4.54138 -1.04206 -1.20308 -0.7 -0.4 0.0
C -4.53907 -2.39072 -1.89980 0.1 0.3 0.1
C -1.01205 0.64525 -0.38415 -0.4 -0.7 1.2
N -0.32978 1.27641 -1.38086 0.8 0.9 -0.5
C 0.43261 2.14685 -0.79577 -0.8 -1.0 -0.6
C 1.35483 3.05431 -1.43296 0.5 0.5 0.0
C 2.13323 3.93271 -0.67761 -0.2 -0.2 -0.2
C 3.01575 4.79247 -1.30092 0.2 0.1 -0.3
C 3.11028 4.76548 -2.68144 -0.1 -0.1 0.1
F 3.97228 5.60401 -3.29283 -0.1 -0.1 0.1
C 2.34761 3.90473 -3.45422 0.2 0.2 0.0
C 1.46850 3.04799 -2.82540 0.0 0.0 0.3
O 0.31050 2.13218 0.57043 0.0 0.2 0.2
C -0.60310 1.17716 0.82164 -0.8 -0.7 -0.6
N -1.02553 0.91910 2.08384 -0.1 0.5 0.2
C -0.01691 0.88353 3.14089 0.1 -0.1 -0.1
C 0.91882 -0.27155 2.89039 0.1 0.1 0.1
C 0.52399 -1.56478 3.21088 0.1 0.1 0.0
C 1.31989 -2.64396 2.87291 -0.1 -0.1 0.0
C 2.51361 -2.44234 2.20018 0.1 -0.1 0.0
C 2.91187 -1.15753 1.87371 0.1 0.0 -0.1
C 2.11743 -0.07708 2.21639 0.0 0.0 0.1
H -0.93402 -4.40372 -0.72910 0.0 -0.1 0.0
H 0.54668 -4.09759 0.19736 0.1 -0.1 0.0
H -0.99188 -3.38540 0.71532 0.0 0.0 0.1
H 0.46653 -1.70482 -0.40667 0.0 0.0 -0.1
H 0.45434 -2.69310 -1.88848 0.0 0.1 0.2
H -4.71901 -1.17521 -0.13034 -0.1 0.1 -0.1
H -5.30453 -0.38011 -1.62160 0.1 -0.1 0.1
H -5.51241 -2.86387 -1.79729 -0.1 -0.1 0.0
H -3.77994 -3.02567 -1.44942 0.0 -0.2 0.0
H -4.30697 -2.26560 -2.95421 0.0 0.0 -0.1
H 2.03895 3.93793 0.39714 0.0 0.0 0.1
H 3.62600 5.47902 -0.73558 0.1 0.1 0.0
H 2.45108 3.91741 -4.52761 0.0 0.0 -0.1
H 0.85592 2.36298 -3.38832 -0.1 -0.1 -0.1
H -1.64757 0.11299 2.07957 0.0 0.0 -0.1
H -0.54270 0.77515 4.09089 0.1 0.1 0.0
H 0.51937 1.83478 3.13062 0.0 -0.1 0.1
H -0.41363 -1.72415 3.72320 -0.1 0.0 0.1
H 1.00575 -3.64453 3.13011 0.0 -0.1 0.0
H 3.13336 -3.28486 1.93085 0.1 -0.1 0.0
H 3.84133 -0.99502 1.34794 0.1 0.0 0.0
H 2.42967 0.92461 1.95646 0.0 0.1 0.0